Entry 1:
Entry from the OMol25 dataset: a 2-piece molecular cluster, C29H42BBrFN2O5 overall in a non-equilibrium geometry (the ωB97M-V functional and the def2-TZVPD basis).

charge = +1
lowest unoccupied orbital energy = -5.91 eV
molar mass = 608.38 u
energy above the lowest of the compared OMol25 structures with the same formula, charge and spin = 13.2 kcal/mol
HOMO energy = -8.587 eV

Atoms and positions in Å:
C1 -3.900628 -1.652919 -0.615399
C2 -3.203859 -2.497080 -0.124271
C3 -2.179172 -3.350566 0.512271
C4 -1.770650 -2.755697 1.900806
C5 -0.246852 -2.615514 2.135999
C6 0.321207 -1.197462 2.165193
C7 1.893580 -1.205484 2.110520
C8 2.556742 -2.348165 2.907758
C9 2.509276 -2.128937 4.418659
O1 3.644087 -2.851849 4.953250
O2 0.046914 -0.415342 3.304452
B1 -0.995411 0.635256 3.024051
C10 -0.590834 2.176201 3.448178
C11 -0.452327 3.080978 2.242770
O3 0.695043 4.000820 2.314556
C12 1.817709 3.269039 2.293612
O4 2.533347 3.162336 3.246233
C13 -2.274644 0.201357 3.973497
C14 -1.963060 0.216730 5.459479
C15 -1.357315 -1.093706 5.991548
Br1 -3.700839 0.478824 6.445968
O5 -1.240112 0.363039 1.561954
C16 -0.138961 -0.196260 1.024938
C17 -0.369686 -0.781365 -0.376403
F1 0.917480 0.789492 0.770512
H1 -4.453429 -0.782910 -0.876203
H2 -2.691968 -4.299762 0.699165
H3 -1.339117 -3.539334 -0.154928
H4 -2.146470 -3.450104 2.657269
H5 -2.322907 -1.830543 2.042164
H6 0.282776 -3.169077 1.347515
H7 0.051794 -3.094245 3.069978
H8 2.203011 -0.281639 2.596736
H9 2.280012 -1.272887 1.083478
H10 3.626350 -2.315131 2.662175
H11 2.218412 -3.347426 2.625283
H12 1.611412 -2.554081 4.873235
H13 2.663499 -1.075455 4.661674
H14 3.411199 -3.210975 5.812304
H15 0.291377 2.146798 4.093798
H16 -1.395428 2.580062 4.071994
H17 -1.356139 3.677766 2.117019
H18 -0.321027 2.505833 1.321868
H19 2.115669 2.703570 1.394065
H20 -3.130213 0.848665 3.731956
H21 -2.625155 -0.813221 3.738469
H22 -1.344162 1.050121 5.785556
H23 -1.724337 -1.246910 7.008469
H24 -1.592515 -1.962822 5.379452
H25 -0.277866 -0.948697 6.096567
H26 -0.017395 -1.811857 -0.416570
H27 -1.400524 -0.657824 -0.700795
H28 0.253866 -0.225012 -1.089729
C18 -2.280363 0.449493 -9.051109
N1 -1.484171 0.690825 -7.823914
C19 -1.767966 -0.012911 -6.715066
C20 -1.029111 0.153627 -5.568018
C21 0.032404 1.056139 -5.548782
C22 0.286726 1.784892 -6.707012
C23 -0.484755 1.586459 -7.830041
C24 0.880306 1.221795 -4.345095
C25 2.255775 1.005200 -4.405052
C26 3.032917 1.202415 -3.284411
N2 2.475108 1.606883 -2.135489
C27 1.151187 1.804494 -2.040717
C28 0.333507 1.615637 -3.129947
C29 3.285091 1.861464 -0.927124
H29 -3.328418 0.622529 -8.820459
H30 -2.117855 -0.579726 -9.361991
H31 -1.955921 1.127789 -9.832916
H32 -2.588535 -0.714587 -6.773561
H33 -1.274782 -0.441547 -4.697957
H34 1.084058 2.514936 -6.744349
H35 -0.310513 2.132817 -8.745504
H36 2.732309 0.676285 -5.318754
H37 4.101559 1.045184 -3.293406
H38 0.768858 2.121040 -1.076134
H39 -0.727428 1.798293 -3.021576
H40 2.878938 1.233841 -0.132783
H41 3.185000 2.915812 -0.680740
H42 4.327853 1.617154 -1.102715

Cartesian forces (eV/Å) of the 6 atoms listed first:
-0.056 0.190 0.209
0.920 0.113 -0.249
-1.243 -0.039 0.527
0.135 -0.543 0.078
-0.467 0.434 -0.572
2.644 2.373 -0.339



Entry 2:
Entry from the OMol25 dataset: C29H42BClN10O2PdS5 as an isolated structure in a non-equilibrium geometry (the ωB97M-V functional and the def2-TZVPD basis).

charge = +2
lowest unoccupied orbital energy (alpha / beta) = -6.55 / -6.55 eV
molar mass = 875.74 u
HOMO energy (alpha / beta) = -11.995 / -11.995 eV

Atoms and positions in Å:
Pd1 -0.188310 -1.654547 0.514433
C1 1.125853 -1.522636 -5.168511
C2 2.390796 -1.539616 -4.318171
C3 3.598136 -1.258451 -5.214857
C4 2.623395 -2.892132 -3.646498
N1 2.298929 -0.429175 -3.276776
C5 3.081166 0.723374 -3.314792
C6 2.728931 1.491621 -2.267435
N2 1.723378 0.826531 -1.594433
B1 0.851290 1.182420 -0.396529
N3 -0.451548 1.807362 -0.945627
C7 -0.564275 2.840292 -1.843097
C8 -1.885558 3.032974 -2.063628
N4 -2.564376 2.127081 -1.267506
C9 -1.642755 1.406042 -0.616458
S1 -1.859796 0.212089 0.629827
C10 -4.080039 2.011565 -1.177645
C11 -4.700061 3.060318 -2.095277
C12 -4.489152 0.620804 -1.654292
C13 -4.543368 2.288588 0.251572
N5 1.296849 2.088595 0.730605
C14 2.452678 2.733254 1.080440
C15 2.281832 3.191598 2.339907
N6 1.017493 2.804207 2.769753
C16 0.425249 2.128243 1.768272
S2 -1.263327 1.487852 1.818964
C17 0.489412 3.006478 4.181558
C18 -0.831841 3.764665 4.130104
C19 1.498959 3.840351 4.964688
C20 0.351482 1.644071 4.856871
C21 1.450063 -0.328057 -2.234126
S3 0.082404 -1.360104 -1.867613
H1 1.193409 -2.300097 -5.930719
H2 1.014369 -0.558672 -5.670058
H3 0.235345 -1.710534 -4.566381
H4 3.689584 -2.083817 -5.919042
H5 4.525985 -1.205814 -4.641931
H6 3.479456 -0.344481 -5.799405
H7 2.837584 -3.625250 -4.424314
H8 1.754660 -3.233221 -3.081493
H9 3.484021 -2.842179 -2.975370
H10 3.825917 0.902734 -4.063242
H11 3.092634 2.466995 -1.990260
H12 0.673443 0.206243 0.136763
H13 0.288811 3.353321 -2.255600
H14 -2.379442 3.740828 -2.700392
H15 -4.442019 2.897812 -3.143460
H16 -4.420281 4.074084 -1.803531
H17 -5.782012 2.980908 -2.006866
H18 -4.130990 0.440369 -2.669129
H19 -5.576592 0.547803 -1.654772
H20 -4.096505 -0.159953 -0.995924
H21 -4.147422 3.243460 0.604754
H22 -4.248127 1.505720 0.950561
H23 -5.631240 2.348686 0.258563
H24 3.314221 2.811748 0.439182
H25 2.950190 3.771206 2.947592
H26 -0.705762 4.725660 3.627305
H27 -1.169914 3.952644 5.148438
H28 -1.616741 3.203191 3.617560
H29 1.634082 4.833395 4.530409
H30 2.467291 3.344762 5.045468
H31 1.112848 3.969221 5.974390
H32 -0.323792 0.978334 4.317783
H33 -0.040956 1.784758 5.864137
H34 1.329067 1.164749 4.934346
N7 -2.841754 -3.615287 -1.073030
C22 -1.654837 -4.272261 -0.991453
N8 -0.630532 -3.822577 -0.318369
C23 0.433847 -4.678416 -0.388082
C24 0.236229 -5.789297 -1.150703
S4 -1.341669 -5.778246 -1.804887
C25 1.601108 -4.307061 0.382554
C26 2.653482 -5.095738 0.718140
S5 3.696139 -4.265533 1.788878
C27 2.648315 -2.878786 1.728973
N9 1.622971 -3.036319 0.922293
N10 2.880041 -1.746574 2.434985
H35 -2.980805 -2.871151 -0.414209
H36 -3.658935 -4.080393 -1.421989
H37 0.919914 -6.598416 -1.355086
H38 2.846586 -6.117547 0.431507
H39 3.589638 -1.755134 3.145110
H40 2.051015 -1.197374 2.624377
Cl1 -3.142447 -2.012015 4.766811
C28 -1.392168 -1.822268 4.550057
C29 -0.947715 -1.744894 3.106593
O1 -1.645918 -2.242214 2.183769
O2 0.151114 -1.185243 2.875898
H41 -0.907525 -2.682987 5.006725
H42 -1.081082 -0.924509 5.072096

Cartesian forces (eV/Å) of the 6 atoms listed first:
-0.676 -0.424 -1.677
-0.134 0.084 0.126
0.203 0.079 -0.095
-0.024 0.129 0.048
-0.176 0.105 0.306
0.201 -0.032 -0.439